Record 1
Molecular formula: C10H21I2O3S
Method: DFT, wB97M-V/def2-TZVPD

Summary:
electronic energy: -1612.52100 hartree
strongest force on any atom: 0.0710 hartree/bohr
LUMO: -3.8 eV
total charge: +1

The geometry in XYZ format:
```
37
Properties=species:S:1:pos:R:3:lowdin_charge:R:1
C 3.60 -2.19 2.73 -0.096
C 3.27 -1.60 1.20 -0.230
O 2.97 -0.17 1.36 -0.216
C 1.79 0.24 0.58 -0.334
S 0.26 0.62 1.67 0.931
C 0.03 -0.86 2.79 -0.972
I 0.78 -0.42 4.83 0.867
C -1.49 -1.49 2.82 -0.849
C -1.62 -2.80 1.79 -0.155
I -3.10 -0.02 2.58 0.817
H 4.52 -2.93 2.66 0.094
H 3.86 -1.28 3.46 0.090
H 2.64 -2.72 3.14 0.057
H 4.19 -1.78 0.46 0.149
H 2.38 -2.24 0.80 0.115
H 1.42 -0.56 -0.20 0.133
H 1.95 1.24 -0.04 0.133
H -0.77 0.77 0.74 -0.005
H 0.75 -1.72 2.38 0.058
H -1.63 -1.96 3.91 0.081
H -0.82 -3.58 2.20 0.102
H -2.70 -3.24 1.90 0.097
H -1.30 -2.55 0.69 0.088
O 0.34 3.00 -1.19 0.062
C -0.53 2.82 -2.04 -0.496
O -1.27 1.69 -2.01 -0.031
C -2.45 1.48 -2.82 -0.224
C -2.08 0.91 -4.18 -0.061
C -0.71 3.78 -3.17 0.017
H -3.05 2.39 -2.89 0.119
H -3.06 0.74 -2.28 0.124
H -1.46 1.61 -4.75 0.072
H -2.98 0.69 -4.76 0.090
H -1.50 -0.01 -4.06 0.086
H -0.04 3.51 -3.99 0.106
H -0.45 4.79 -2.81 0.102
H -1.74 3.84 -3.53 0.079
```

***

Record 2
Molecular formula: C10H21LaN3P
Method: DFT, wB97M-V/def2-TZVPD

Summary:
ΔE to the lowest compared entry with this formula, charge and spin: 19.5 kcal per mole
electronic energy: -930.53287 hartree
strongest force on any atom: 0.1074 hartree/bohr
LUMO (alpha / beta): -0.1 / -0.4 eV

The geometry in XYZ format:
```
36
Properties=species:S:1:pos:R:3:lowdin_charge:R:1
C -0.68 0.86 -4.00 -0.265
C -1.40 1.99 -4.51 -0.204
C -0.48 3.06 -4.64 -0.191
C 0.83 2.59 -4.32 -0.200
C 0.71 1.24 -3.89 -0.256
La 0.22 -1.18 -1.10 1.149
P -0.20 -3.88 -1.29 0.364
H -1.08 -0.14 -3.79 0.019
H -2.46 2.01 -4.67 0.057
H -0.73 4.07 -4.92 0.061
H 1.52 0.58 -3.56 0.023
H 1.75 3.15 -4.33 0.059
H 0.79 -4.63 -2.05 -0.146
H -1.40 -4.12 -2.08 -0.124
H -0.40 -4.66 -0.09 -0.142
C 2.58 -0.47 2.72 -0.046
N 1.15 -0.21 2.89 -0.124
C 0.69 0.21 4.21 -0.035
C 0.43 -0.04 1.79 -0.431
N 1.10 -0.18 0.59 -0.263
N -0.90 0.18 1.74 -0.118
C -1.79 -0.14 2.85 -0.050
C -1.57 0.30 0.40 -0.160
H 3.00 -0.61 3.71 0.090
H 3.11 0.37 2.24 0.108
H 2.75 -1.39 2.14 0.092
H 0.20 1.20 4.17 0.103
H 0.01 -0.55 4.63 0.088
H 1.59 0.26 4.84 0.089
H 2.13 -0.23 0.75 0.021
H -1.72 0.62 3.63 0.081
H -2.81 -0.13 2.46 0.094
H -1.60 -1.14 3.27 0.100
H -0.96 0.92 -0.31 0.068
H -1.85 -0.72 0.00 -0.010
H -2.53 0.80 0.54 0.101
```

***

Record 3
Molecular formula: C10H21N2O2
Method: DFT, wB97M-V/def2-TZVPD

Summary:
ΔE to the lowest compared entry with this formula, charge and spin: 177.2 kcal per mole
electronic energy: -653.40557 hartree
strongest force on any atom: 0.1144 hartree/bohr
LUMO (alpha / beta): 3.4 / 3.4 eV
total charge: -1

The geometry in XYZ format:
```
35
Properties=species:S:1:pos:R:3:lowdin_charge:R:1
C 0.76 -3.76 -0.31 -0.109
C -0.62 -0.55 1.87 -0.114
C 1.24 1.80 0.80 -0.026
C 0.77 0.78 -1.56 -0.046
C -0.98 3.06 -1.22 -0.062
C 1.18 -2.94 0.92 -0.218
C 1.26 -1.37 0.54 -0.185
C -0.01 -0.47 0.57 -0.343
C 0.30 0.98 -0.09 -0.386
C -0.95 1.92 -0.31 -0.390
N -2.08 0.41 -1.27 -0.116
N -1.84 1.89 0.73 -0.123
O -2.82 2.70 0.67 -0.222
O -2.44 0.90 -2.35 -0.194
H 0.35 -4.71 0.07 0.064
H -0.06 -3.27 -0.79 0.053
H 1.48 -4.03 -1.05 0.050
H -1.14 -1.50 2.08 0.089
H 0.10 -0.38 2.67 0.078
H -1.23 0.36 1.87 0.058
H 1.12 1.73 1.83 0.053
H 1.20 2.73 0.37 0.038
H 2.27 1.34 0.60 0.102
H 1.44 -0.06 -1.65 0.055
H -0.16 0.49 -2.06 0.062
H 1.10 1.65 -2.11 0.071
H -1.48 2.73 -2.13 0.070
H 0.00 3.44 -1.39 0.061
H -1.76 3.70 -0.82 0.066
H 0.53 -3.03 1.77 0.077
H 2.15 -3.25 1.34 0.092
H 1.88 -1.11 1.39 0.091
H 1.87 -1.31 -0.29 0.059
H -0.56 -1.13 -0.18 0.135
H -2.87 0.25 -0.51 0.112
```

***

Record 4
Molecular formula: C10H21N2O2
Method: DFT, wB97M-V/def2-TZVPD

Summary:
ΔE to the lowest compared entry with this formula, charge and spin: 57.3 kcal per mole
electronic energy: -653.27855 hartree
strongest force on any atom: 0.0938 hartree/bohr
LUMO: -3.0 eV
total charge: +1

The geometry in XYZ format:
```
35
Properties=species:S:1:pos:R:3:lowdin_charge:R:1
C 3.63 -1.57 -0.14 0.109
C 2.95 -0.47 0.23 -0.230
C 1.59 -0.27 -0.34 -0.422
C 3.77 0.67 0.98 -0.011
C -0.52 2.99 -0.73 -0.019
C -1.51 -1.43 -1.40 -0.031
C -1.22 -1.75 1.06 -0.073
C -3.09 -0.63 0.23 -0.031
C -0.85 1.49 -1.03 -0.125
C -0.64 0.73 0.31 -0.297
N 0.74 0.36 0.58 0.178
N -1.64 -0.91 -0.03 -0.307
O 1.32 -0.61 -1.46 0.088
O -1.25 1.16 1.47 0.064
H 4.61 -1.75 0.28 0.089
H 3.20 -2.30 -0.72 0.050
H 3.18 1.56 0.96 0.051
H 4.68 0.60 0.47 0.061
H 3.81 0.33 2.08 0.110
H 0.49 2.83 -0.66 0.051
H -0.86 3.30 0.25 0.085
H -0.86 3.59 -1.45 0.044
H -2.19 -0.89 -1.98 0.069
H -0.57 -1.34 -1.91 0.080
H -1.96 -2.44 -1.50 0.126
H -0.98 -1.01 1.93 0.127
H -2.14 -2.37 1.35 0.123
H -0.47 -2.53 0.81 0.115
H -3.19 -0.61 1.43 0.157
H -3.38 0.29 -0.31 0.094
H -3.58 -1.45 -0.33 0.112
H -1.88 1.34 -1.50 0.126
H -0.11 1.04 -1.82 0.150
H 1.01 0.42 1.54 0.150
H -2.07 1.66 1.39 0.137
```

***

Record 5
Molecular formula: C10H21N2O2
Method: DFT, wB97M-V/def2-TZVPD

Summary:
ΔE to the lowest compared entry with this formula, charge and spin: 45.3 kcal per mole
electronic energy: -653.29765 hartree
strongest force on any atom: 0.1115 hartree/bohr
LUMO: -3.0 eV
total charge: +1

The geometry in XYZ format:
```
35
Properties=species:S:1:pos:R:3:lowdin_charge:R:1
C -0.81 -2.42 -1.26 -0.051
C 0.09 -0.38 0.91 -0.502
C -1.90 1.97 0.50 -0.014
C -3.20 0.46 -1.20 -0.003
C 2.86 -1.38 0.26 0.012
C 2.54 0.47 -1.54 0.005
C 2.85 1.04 0.83 -0.024
C -1.78 0.72 -0.47 -0.309
C -1.36 -0.38 0.42 -0.203
C 2.35 0.00 -0.09 -0.553
N -1.53 -2.11 -0.27 0.116
N -2.17 -0.52 1.70 0.277
O 0.30 -0.67 2.06 0.132
O 0.86 -0.02 -0.04 0.020
H -0.67 -3.38 -1.59 0.054
H -0.13 -1.59 -1.79 0.131
H -2.91 2.07 0.76 0.069
H -1.56 2.90 -0.01 0.115
H -1.22 1.85 1.29 0.065
H -3.44 1.45 -1.70 0.117
H -3.06 -0.36 -1.91 0.078
H -3.84 0.26 -0.41 0.037
H 3.88 -1.37 0.09 0.077
H 2.75 -1.55 1.34 0.099
H 2.32 -2.09 -0.38 0.102
H 3.63 0.51 -1.78 0.118
H 1.96 1.40 -1.55 0.102
H 2.09 -0.29 -2.19 0.079
H 2.23 1.92 0.73 0.099
H 2.96 0.89 1.86 0.075
H 3.90 1.31 0.50 0.130
H -1.05 0.82 -1.20 0.113
H -2.98 -1.01 1.64 0.125
H -1.61 -0.97 2.41 0.139
H -2.38 0.41 2.10 0.171
```

***

Record 6
Molecular formula: C10H21N2Ti
Method: DFT, wB97M-V/def2-TZVPD

Summary:
electronic energy: -1352.22206 hartree
strongest force on any atom: 0.0449 hartree/bohr
LUMO: -3.0 eV
total charge: +1

The geometry in XYZ format:
```
34
Properties=species:S:1:pos:R:3:lowdin_charge:R:1
C -1.70 2.37 -1.76 -0.296
Ti -0.64 0.55 -2.05 0.748
N 0.49 -1.18 -2.93 -0.028
H 0.55 1.38 -2.86 -0.060
H 1.49 -1.00 -3.07 0.064
H -2.00 0.19 -2.90 -0.011
H -1.98 2.59 -2.80 -0.011
H -1.04 3.14 -1.36 -0.016
H -2.60 2.25 -1.13 0.004
H 0.39 -1.98 -2.29 0.055
H 0.09 -1.46 -3.83 0.076
C 2.21 -0.62 1.14 0.028
N 1.49 0.63 1.54 -0.190
C 2.41 1.77 1.78 0.017
C 0.33 0.94 0.59 -0.113
C -0.65 -0.19 0.71 -0.307
C -1.04 -0.67 1.97 -0.051
C -1.80 -1.84 2.04 -0.058
C -2.18 -2.51 0.87 -0.058
C -1.81 -2.02 -0.38 -0.098
C -1.08 -0.83 -0.44 -0.228
H 2.59 -0.50 0.11 0.116
H 1.52 -1.47 1.18 0.111
H 3.05 -0.77 1.83 0.112
H 1.05 0.43 2.46 0.159
H 2.87 2.09 0.83 0.120
H 1.84 2.60 2.24 0.116
H 3.18 1.43 2.49 0.111
H -0.05 1.94 0.86 0.147
H 0.80 1.06 -0.42 0.084
H -0.78 -0.15 2.90 0.118
H -2.09 -2.23 3.02 0.117
H -2.80 -3.41 0.95 0.116
H -2.11 -2.56 -1.28 0.107
```

***

> electronic energy of number 6 (C10H21N2Ti)?

-1352.22206 hartree